1.
{"formula": "C30H29LaN11O3S2", "method": "ωB97M-V with the def2-TZVPD basis set", "charge": 1, "homo_ha": -0.3772, "e_above_lowest_kj_mol": 29.0, "gap_ha": 0.2675, "symbols": ["La", "C", "C", "N", "N", "C", "N", "S", "C", "C", "C", "C", "C", "N", "H", "H", "H", "H", "H", "H", "H", "H", "H", "H", "O", "C", "N", "C", "C", "C", "C", "C", "C", "N", "C", "C", "C", "C", "C", "N", "H", "H", "H", "H", "H", "H", "H", "H", "H", "H", "N", "C", "C", "C", "C", "C", "C", "S", "O", "O", "N", "C", "N", "C", "C", "C", "N", "H", "H", "H", "H", "H", "H", "H", "H", "H"], "positions_angstrom": [[0.42, 0.26, 0.32], [1.91, -0.17, 5.38], [1.46, -0.35, 3.96], [1.38, 0.61, 3.12], [1.79, 1.83, 3.60], [1.64, 2.98, 2.88], [2.13, 4.06, 3.52], [0.94, 3.10, 1.39], [1.05, -1.72, 3.51], [1.51, -2.84, 4.20], [1.03, -4.09, 3.83], [0.09, -4.17, 2.83], [-0.29, -3.01, 2.19], [0.20, -1.80, 2.48], [1.37, 0.66, 5.85], [2.98, 0.05, 5.45], [1.71, -1.05, 5.99], [2.16, 1.88, 4.53], [2.70, 4.00, 4.34], [2.09, 4.94, 3.03], [2.22, -2.74, 5.00], [1.38, -4.98, 4.35], [-0.35, -5.12, 2.54], [-1.04, -3.04, 1.41], [3.73, 2.57, -1.73], [3.04, 1.75, -1.13], [1.72, 1.56, -1.21], [1.05, 2.48, -2.11], [0.03, 1.75, -2.94], [-0.29, 2.19, -4.22], [-1.24, 1.51, -4.95], [-1.86, 0.40, -4.38], [-1.49, 0.04, -3.10], [-0.57, 0.69, -2.37], [3.78, 0.78, -0.21], [5.17, 0.82, -0.19], [5.85, -0.08, 0.60], [5.14, -1.01, 1.35], [3.76, -0.97, 1.29], [3.08, -0.09, 0.54], [1.77, 2.98, -2.75], [0.53, 3.27, -1.56], [0.23, 3.05, -4.62], [-1.50, 1.83, -5.95], [-2.61, -0.16, -4.90], [-1.99, -0.80, -2.63], [5.65, 1.56, -0.81], [6.94, -0.07, 0.62], [5.63, -1.75, 1.96], [3.17, -1.68, 1.86], [-5.54, 2.19, -4.08], [-4.92, 1.73, -2.94], [-3.95, 2.52, -2.30], [-3.28, 2.05, -1.20], [-3.57, 0.78, -0.70], [-4.55, -0.01, -1.31], [-5.21, 0.46, -2.42], [-2.69, 0.11, 0.62], [-3.60, -0.46, 1.55], [-1.76, 1.17, 1.11], [-1.61, -0.89, 0.07], [-1.48, -2.01, -0.68], [-2.50, -2.76, -1.07], [-2.18, -3.85, -1.77], [-0.87, -4.20, -2.07], [0.12, -3.34, -1.62], [-0.17, -2.24, -0.93], [-5.51, 3.17, -4.27], [-6.40, 1.74, -4.36], [-3.73, 3.51, -2.68], [-2.53, 2.66, -0.71], [-4.78, -0.99, -0.92], [-5.97, -0.15, -2.90], [-3.00, -4.47, -2.10], [-0.64, -5.09, -2.64], [1.16, -3.53, -1.83]]}

2.
{"formula": "C4H2N2O", "method": "ωB97M-V with the def2-TZVPD basis set", "homo_ha": -0.4035, "smiles": "N#Cc1ccon1", "e_above_lowest_kj_mol": 189.9, "gap_ha": 0.4033, "symbols": ["N", "C", "C", "C", "C", "O", "N", "H", "H"], "positions_angstrom": [[-3.30, -0.32, 0.11], [-2.15, -0.16, 0.00], [-0.65, -0.14, -0.18], [0.44, 0.86, -0.09], [1.53, 0.15, 0.19], [1.19, -1.22, -0.01], [-0.19, -1.40, -0.06], [0.46, 2.00, -0.16], [2.68, 0.23, 0.20]]}

3.
{"formula": "C24H25FeN6O2PS4Te", "method": "ωB97M-V with the def2-TZVPD basis set", "s2": 6.0151, "homo_ha": [-0.2319, -0.2363], "e_above_lowest_kj_mol": 0.0, "multiplicity": 5, "gap_ha": [0.2018, 0.2062], "symbols": ["Fe", "C", "C", "O", "P", "S", "S", "O", "C", "C", "H", "H", "H", "H", "H", "H", "H", "H", "H", "H", "S", "N", "C", "C", "C", "C", "C", "N", "C", "C", "N", "C", "C", "C", "C", "C", "N", "H", "H", "H", "H", "H", "H", "C", "C", "N", "C", "C", "N", "H", "H", "H", "H", "H", "H", "Te", "C", "C", "C", "C", "S", "H", "H", "H"], "positions_angstrom": [[-0.06, 0.17, 0.22], [1.16, 3.05, 5.85], [0.54, 1.75, 5.39], [1.30, 1.18, 4.30], [0.83, 1.39, 2.77], [2.02, 0.21, 1.70], [-1.10, 1.12, 2.54], [1.11, 2.94, 2.49], [2.44, 3.48, 2.45], [2.91, 3.67, 1.03], [0.60, 3.44, 6.70], [1.13, 3.80, 5.06], [2.20, 2.90, 6.15], [-0.49, 1.89, 5.07], [0.56, 1.00, 6.18], [3.12, 2.85, 3.03], [2.37, 4.45, 2.96], [3.01, 2.71, 0.52], [3.88, 4.17, 1.03], [2.19, 4.28, 0.47], [-4.16, -6.29, -1.07], [-3.36, -5.82, 0.25], [-2.80, -4.65, -0.04], [-1.98, -3.86, 0.86], [-1.66, -4.26, 2.16], [-0.86, -3.44, 2.92], [-0.40, -2.24, 2.38], [-0.71, -1.85, 1.15], [-1.49, -2.64, 0.40], [-1.79, -2.17, -0.97], [-1.27, -0.99, -1.33], [-1.43, -0.57, -2.58], [-2.15, -1.30, -3.53], [-2.72, -2.50, -3.16], [-2.54, -2.95, -1.85], [-3.08, -4.21, -1.36], [-3.84, -5.05, -2.05], [-2.04, -5.20, 2.53], [-0.59, -3.71, 3.94], [0.24, -1.58, 2.94], [-0.99, 0.38, -2.82], [-2.25, -0.91, -4.53], [-3.30, -3.10, -3.85], [1.88, -2.63, -1.13], [2.24, -1.28, -1.64], [1.58, -0.17, -1.41], [2.25, 0.84, -2.06], [3.33, 0.32, -2.71], [3.31, -1.03, -2.43], [1.57, -2.56, -0.09], [2.72, -3.32, -1.20], [1.05, -3.05, -1.70], [1.92, 1.86, -2.00], [4.09, 0.77, -3.31], [3.99, -1.71, -2.72], [-0.86, 2.57, -0.59], [-1.16, 2.94, -2.66], [-2.23, 3.63, -3.16], [-2.20, 3.82, -4.57], [-1.09, 3.28, -5.15], [-0.10, 2.53, -3.96], [-3.03, 3.98, -2.52], [-2.96, 4.35, -5.13], [-0.82, 3.27, -6.19]]}

4.
{"formula": "C6H25O7", "method": "ωB97M-V with the def2-TZVPD basis set", "charge": -1, "homo_ha": -0.2199, "e_above_lowest_kj_mol": 707.1, "gap_ha": 0.3471, "symbols": ["O", "H", "C", "O", "H", "H", "H", "H", "C", "O", "H", "H", "H", "H", "C", "O", "H", "H", "H", "H", "C", "O", "H", "H", "H", "H", "C", "O", "H", "H", "H", "H", "C", "O", "H", "H", "H", "H"], "positions_angstrom": [[-0.14, -0.15, 0.02], [-0.34, -0.93, 0.46], [-2.22, -0.88, -2.74], [-1.98, -1.55, -1.49], [-2.88, -1.44, -3.42], [-1.25, -0.56, -3.19], [-2.58, 0.01, -2.37], [-1.26, -0.96, -0.98], [-2.99, 1.77, 0.18], [-2.29, 1.18, 1.11], [-3.60, 1.14, -0.49], [-2.42, 2.11, -0.59], [-3.55, 2.81, 0.55], [-1.26, 0.88, 0.86], [-1.06, -1.51, 2.88], [0.12, -0.86, 2.64], [-0.61, -2.49, 3.28], [-1.72, -1.58, 2.00], [-1.73, -0.76, 3.59], [-0.06, -0.58, 1.80], [2.31, -2.58, -0.23], [2.31, -1.16, -0.20], [2.99, -3.01, -0.95], [1.35, -2.83, -0.34], [2.52, -2.78, 0.80], [1.32, -0.75, 0.12], [1.94, 1.56, -2.17], [0.61, 1.02, -2.14], [1.66, 2.59, -1.69], [2.18, 1.48, -3.20], [2.58, 0.73, -1.54], [0.21, 0.63, -1.39], [2.29, 1.64, 1.73], [1.28, 2.04, 0.75], [2.92, 0.99, 1.26], [1.82, 1.09, 2.50], [2.74, 2.51, 2.14], [0.80, 1.20, 0.44]]}

5.
{"formula": "C2H8N3O3", "method": "ωB97M-V with the def2-TZVPD basis set", "charge": 1, "homo_ha": -0.5080, "smiles": "NOC(=O)[C@](N)([NH3+])O", "e_above_lowest_kj_mol": 255.6, "gap_ha": 0.3823, "symbols": ["N", "O", "C", "O", "C", "N", "N", "O", "H", "H", "H", "H", "H", "H", "H", "H"], "positions_angstrom": [[2.93, 0.26, 0.04], [1.57, 0.19, 0.26], [1.00, -0.91, -0.19], [1.53, -1.96, -0.45], [-0.71, -0.66, -0.36], [-1.07, -0.44, -1.66], [-1.08, 0.77, 0.42], [-1.40, -1.60, 0.34], [3.27, -0.70, -0.37], [3.42, 0.38, 0.86], [-2.01, -0.63, -1.80], [-0.63, 0.23, -2.16], [-0.36, 1.34, 0.71], [-1.72, 0.57, 1.23], [-1.60, 1.19, -0.31], [-1.35, -2.52, -0.09]]}

6.
{"formula": "C20H35BaN2O2P2", "method": "ωB97M-V with the def2-TZVPD basis set", "charge": 1, "homo_ha": [-0.2986, -0.2982], "gap_ha": [0.1209, 0.1201], "symbols": ["Ba", "P", "C", "C", "N", "C", "C", "C", "C", "C", "P", "H", "H", "H", "H", "H", "H", "H", "H", "O", "H", "H", "O", "H", "C", "H", "H", "H", "C", "H", "H", "H", "C", "H", "H", "H", "C", "H", "H", "H", "C", "N", "C", "C", "C", "C", "C", "C", "C", "C", "H", "H", "H", "H", "H", "H", "H", "H", "H", "H", "H", "H"], "positions_angstrom": [[-0.07, 1.09, 0.71], [2.34, -0.97, 0.53], [2.23, -1.20, -1.25], [0.98, -1.28, -1.94], [-0.22, -0.66, -1.58], [-1.36, -1.18, -2.12], [-1.37, -2.19, -3.10], [-0.16, -2.67, -3.58], [1.00, -2.15, -3.06], [-2.75, -0.74, -1.63], [-2.75, 0.93, -0.73], [1.99, -2.55, -3.31], [-2.32, -2.54, -3.54], [-0.09, -3.44, -4.36], [-3.47, -0.66, -2.49], [-3.18, -1.48, -0.90], [2.09, 1.41, -1.93], [3.06, -0.92, -1.89], [0.45, 2.93, -1.87], [2.50, 2.26, -1.70], [2.92, 2.43, -2.55], [-0.09, 3.30, -0.33], [-0.33, 3.35, -1.38], [-0.43, 4.23, -1.73], [-2.91, 1.99, -2.21], [-3.81, 1.68, -2.77], [-3.06, 3.03, -1.90], [-2.05, 1.89, -2.89], [-4.48, 0.92, -0.15], [-4.59, 1.77, 0.53], [-5.19, 1.02, -0.98], [-4.69, -0.01, 0.40], [2.28, -2.81, 0.65], [3.30, -3.17, 0.42], [1.93, -3.06, 1.66], [1.59, -3.18, -0.13], [4.13, -0.62, 0.71], [4.30, -0.42, 1.78], [4.72, -1.50, 0.43], [4.47, 0.25, 0.13], [-1.69, 2.10, 3.46], [-0.70, 1.80, 4.47], [-1.13, 1.86, 5.85], [0.35, 0.83, 4.14], [-0.15, -0.55, 3.74], [-0.49, -1.50, 4.71], [-1.08, -2.71, 4.31], [-1.34, -2.96, 2.96], [-0.94, -2.02, 1.99], [-0.32, -0.87, 2.41], [-2.44, 2.75, 3.93], [-2.21, 1.20, 3.06], [-1.24, 2.69, 2.61], [-1.72, 0.96, 6.14], [-0.25, 1.94, 6.50], [-1.77, 2.75, 5.97], [0.99, 1.27, 3.34], [0.98, 0.75, 5.04], [-0.29, -1.29, 5.77], [-1.38, -3.44, 5.07], [-1.82, -3.89, 2.65], [-1.12, -2.21, 0.92]]}

7.
{"formula": "C7H11N4S", "method": "ωB97M-V with the def2-TZVPD basis set", "charge": -1, "homo_ha": -0.1953, "e_above_lowest_kj_mol": 7.7, "gap_ha": 0.3104, "symbols": ["C", "C", "C", "C", "C", "C", "C", "N", "N", "N", "N", "S", "H", "H", "H", "H", "H", "H", "H", "H", "H", "H", "H"], "positions_angstrom": [[-1.45, -2.21, -0.67], [2.14, 0.73, -0.99], [1.25, -0.45, -0.74], [0.71, 0.92, -0.40], [-0.87, 0.98, 1.44], [0.90, 2.76, 1.12], [0.32, 1.61, 0.80], [-1.02, -2.34, 1.42], [-0.83, -3.33, -0.49], [-0.59, -3.46, 0.81], [-1.57, -1.51, 0.51], [-2.03, -1.71, -2.26], [3.05, 1.05, -0.42], [2.13, 0.91, -2.03], [0.81, -0.69, -1.67], [1.55, -1.20, -0.04], [0.06, 1.24, -1.29], [-0.79, -0.15, 1.39], [-1.82, 1.10, 0.81], [-1.00, 1.42, 2.52], [-3.10, -2.45, -2.32], [1.69, 3.34, 0.71], [0.47, 3.46, 1.80]]}

8.
{"formula": "C2H9BN2", "method": "ωB97M-V with the def2-TZVPD basis set", "homo_ha": [-0.2787, -0.2534], "e_above_lowest_kj_mol": 329.6, "gap_ha": [0.2925, 0.2789], "symbols": ["B", "C", "C", "N", "N", "H", "H", "H", "H", "H", "H", "H", "H", "H"], "positions_angstrom": [[1.42, 0.06, 0.12], [-2.29, -0.49, -0.34], [-1.56, 0.36, 0.65], [1.92, 1.35, -0.07], [2.12, -1.13, -0.08], [-3.37, -0.52, -0.12], [-2.17, -0.10, -1.35], [-1.93, -1.52, -0.31], [-1.61, 1.43, 0.53], [-1.54, 0.01, 1.67], [1.37, 2.18, 0.05], [2.88, 1.56, -0.31], [1.71, -2.04, 0.03], [3.05, -1.15, -0.46]]}

Q: Which formula does entry 4 have?
A: C6H25O7